Record 1
A structure of composition C30H50FFeN3O3S2Si3. Source: the OMol25 dataset; level of theory: ωB97M-V with the def2-TZVPD basis set.

The energy above the lowest of the compared OMol25 structures with the same formula, charge and spin is 6.9 kcal per mole. The orbital gap (spin up / spin down) comes out at 6.8 / 7.1 eV. For the calculated total energy, the calculation gives -124946.623 eV.

Structure (ORCA input):
```
! RIJCOSX wB97M-V def2-TZVPD def2/J DEFGRID3
* xyz 0 5
Fe -0.02439 -0.47747 0.42513
C -0.46322 -0.22867 3.92419
O 0.33599 -0.38061 2.76623
Si 2.00077 -0.66422 2.73193
C 2.30377 -2.39864 3.43606
C 2.78400 0.46977 4.03675
C 2.32277 -0.34259 0.95948
Si 3.27131 -1.58947 -0.03468
C 2.46114 -3.30619 -0.05616
C 3.44142 -1.15884 -1.87284
C 5.03394 -1.82746 0.64036
Si 2.67903 1.45505 0.61005
C 2.51289 1.91797 -1.22192
C 1.60295 2.64920 1.63608
C 4.47366 1.89071 1.07698
H -0.35958 -1.08708 4.59862
H -1.50629 -0.14809 3.61712
H -0.18163 0.67451 4.47296
H 1.89393 -2.48518 4.44651
H 3.37600 -2.59781 3.49867
H 1.85611 -3.18268 2.82549
H 2.50869 0.15501 5.04730
H 2.48035 1.51111 3.91023
H 3.87312 0.43002 3.96691
H 1.41716 -3.20710 -0.35536
H 2.49154 -3.80121 0.91546
H 2.94740 -3.96929 -0.77653
H 2.45432 -0.98343 -2.30808
H 3.90634 -1.98607 -2.41529
H 4.04626 -0.26544 -2.03848
H 5.00664 -2.16115 1.68119
H 5.59218 -0.88928 0.61315
H 5.59402 -2.56871 0.06276
H 1.84881 1.21673 -1.72587
H 3.47572 1.90785 -1.73797
H 2.08692 2.91822 -1.33019
H 0.76654 2.10798 2.08190
H 1.18560 3.43028 0.99807
H 2.17255 3.12881 2.43616
H 5.18921 1.28762 0.51278
H 4.65378 1.71441 2.14035
H 4.68579 2.94385 0.86925
O -0.23423 -0.93607 -1.84359
S -0.93902 -0.87475 -3.15448
C -2.71574 -0.54898 -2.78534
C -2.97655 0.68145 -1.93133
C -4.41485 0.71163 -1.39353
C -4.65308 -0.19072 -0.19023
S -3.70632 0.16281 1.35754
O -2.29279 -0.22001 1.10661
C -3.79794 1.96401 1.33072
C -2.62144 2.68310 1.22941
C -2.67815 4.07050 1.23630
C -3.89835 4.71815 1.36381
C -5.07112 3.98232 1.49139
C -5.02548 2.59835 1.47863
C -0.54713 0.68444 -3.95844
C -0.53582 0.68569 -5.34700
C -0.23419 1.85667 -6.02354
C 0.05904 3.00985 -5.30742
C 0.06855 2.98721 -3.91920
C -0.22586 1.81929 -3.23099
H -3.03798 -1.46017 -2.27275
H -3.21635 -0.49612 -3.75535
H -2.80615 1.57740 -2.52519
H -2.27000 0.69756 -1.10038
H -5.10884 0.40402 -2.18358
H -4.67107 1.73836 -1.13502
H -4.36955 -1.22518 -0.39665
H -5.70178 -0.17638 0.11448
H -1.67937 2.16273 1.10562
H -1.76335 4.63999 1.13672
H -3.93897 5.79976 1.36789
H -6.02009 4.49126 1.60106
H -5.93621 2.01804 1.58100
H -0.75914 -0.22649 -5.88930
H -0.20358 1.86702 -7.10522
H 0.29036 3.92652 -5.83450
H 0.31645 3.88168 -3.36245
H -0.17772 1.78208 -2.14644
F -0.29638 1.31054 -0.12639
N -1.00392 -5.64790 -1.36847
C -0.92850 -4.85080 -0.26328
C -1.06365 -3.45816 -0.35293
N -0.92663 -2.67296 0.70449
C -0.67140 -3.27407 1.87322
C -0.55362 -4.64496 1.95749
N -0.67923 -5.44565 0.90165
H -1.37767 -5.28508 -2.22493
H -1.03134 -6.63918 -1.20997
H -1.25874 -2.97677 -1.30195
H -0.56686 -2.63061 2.73565
H -0.34578 -5.13383 2.90144
*
```

---

Record 2
A structure of composition C30H50HgO16S6. Source: the OMol25 dataset; level of theory: ωB97M-V with the def2-TZVPD basis set.

The energy above the lowest of the compared OMol25 structures with the same formula, charge and spin is 214.7 kcal per mole. The orbital gap comes out at 2.7 eV. For the calculated total energy, the calculation gives -133854.523 eV.

Structure (ORCA input):
```
! RIJCOSX wB97M-V def2-TZVPD def2/J DEFGRID3
* xyz 0 1
Hg 0.43690 -0.15158 -0.09043
C -2.56372 -4.37737 4.01101
C -1.85056 -3.30329 3.38827
C -0.84419 -2.47019 4.30703
O -0.04689 -1.66660 3.75075
C -0.81337 -2.75335 5.77916
C -1.55871 -3.76598 6.26394
C -2.37319 -4.64412 5.31574
O -2.92369 -5.71473 5.70458
O -1.50198 -3.89126 7.56635
O -1.84818 -2.96563 2.20062
H -3.07001 -5.00707 3.29438
H -0.19279 -2.14153 6.41708
C -0.65342 5.86673 -5.21837
C 0.27948 6.84842 -4.47364
C 0.82334 6.05412 -3.24797
S 1.11937 4.37597 -3.87880
O 0.57126 3.47267 -2.87850
O 2.50962 4.29331 -4.40349
C -0.03354 4.45676 -5.31329
H -0.91579 6.28381 -6.19064
H -1.59677 5.86146 -4.67233
H -0.20128 7.74958 -4.09299
H 1.05737 7.21881 -5.14132
H 0.01655 5.94060 -2.52389
H 1.72530 6.46932 -2.79834
H -0.78993 3.67594 -5.23392
H 0.56135 4.41595 -6.22573
C 8.46156 -0.34082 -0.42473
C 7.79904 -1.59473 0.04586
C 6.92349 -1.24485 1.29710
S 6.19658 0.48483 0.90124
O 6.40039 1.39904 2.04284
O 4.85204 0.35939 0.28346
C 7.39812 0.74965 -0.53319
H 9.00499 -0.58758 -1.33682
H 9.17459 -0.06100 0.35075
H 8.45623 -2.42141 0.31567
H 7.20968 -1.99555 -0.77882
H 7.64480 -1.08606 2.09871
H 6.15693 -1.90877 1.69671
H 7.63049 1.81130 -0.61677
H 6.76505 0.65547 -1.41549
C 2.10187 6.42948 5.47634
C 2.17471 5.04073 6.08423
C 1.00483 4.20926 5.53688
S 0.58673 4.92838 3.92332
O -0.69598 5.62058 3.93195
O 0.82989 3.96794 2.82690
C 1.84565 6.24123 3.99374
H 3.03048 6.98972 5.58549
H 1.29336 7.00860 5.92246
H 2.10166 5.07446 7.17125
H 3.05174 4.58928 5.62042
H 0.09757 4.18027 6.14032
H 1.38839 3.21090 5.32646
H 1.61242 7.14422 3.42955
H 2.72484 5.82332 3.50337
C -7.20890 2.81242 2.01131
C -7.10764 1.27116 2.28685
C -6.53567 0.63533 1.00283
S -5.24736 1.79109 0.38659
O -5.37213 1.90331 -1.08296
O -3.94785 1.41546 0.96335
C -6.05021 3.27125 1.19138
H -7.32648 3.25639 2.99983
H -8.07731 3.09546 1.41645
H -8.11782 1.01178 2.60360
H -6.44989 1.10918 3.14080
H -7.28444 0.49776 0.22275
H -5.99013 -0.28173 1.22527
H -6.31930 3.84580 0.30505
H -5.29130 3.86085 1.70570
C 3.12419 -7.68055 -1.94501
C 2.07777 -8.08754 -0.86903
C 1.34352 -6.79001 -0.39900
S 2.68918 -5.64277 -0.05884
O 3.18679 -5.94358 1.27463
O 2.25291 -4.29588 -0.34985
C 3.76681 -6.37972 -1.37602
H 2.60823 -7.54609 -2.89570
H 3.84734 -8.47461 -2.13108
H 2.56277 -8.38384 0.06106
H 1.50414 -8.91411 -1.28836
H 0.60667 -6.78299 0.40418
H 0.83617 -6.44985 -1.30177
H 4.75973 -6.48438 -0.93870
H 3.85551 -5.53497 -2.05912
C -5.35674 -2.77350 -4.88476
C -4.70699 -2.68314 -6.27124
C -3.35687 -1.93590 -6.02290
S -2.70988 -2.78627 -4.49300
O -1.98929 -1.83728 -3.63462
O -1.99546 -3.98371 -4.92269
C -4.29382 -3.34735 -3.84717
H -6.16303 -3.50653 -4.91029
H -5.72143 -1.78543 -4.60406
H -5.35500 -2.34318 -7.07908
H -4.54822 -3.69237 -6.65117
H -3.62933 -0.93380 -5.69180
H -2.62882 -1.86543 -6.83103
H -4.49580 -3.00184 -2.83330
H -4.28951 -4.43732 -3.84346
*
```

---

Record 3
A cluster of 8 separate species, C30H50N2O22S2 in total. Source: the OMol25 dataset; level of theory: ωB97M-V with the def2-TZVPD basis set.

The orbital gap (spin up / spin down) comes out at 5.9 / 2.0 eV. For the calculated total energy, the calculation gives -101596.780 eV.

Structure (ORCA input):
```
! RIJCOSX wB97M-V def2-TZVPD def2/J DEFGRID3
* xyz 1 2
C 1.81074 1.94685 -0.66964
O 2.15458 0.93182 0.23665
C 1.41536 -0.11434 0.24904
O 0.50793 -0.47488 -0.54476
O 1.88510 -0.92524 1.18358
C 1.25777 -2.27920 1.32542
H 1.56341 1.70582 -1.70348
H 2.56987 2.72827 -0.70463
H 0.84562 2.35265 -0.36639
H 0.94117 -2.63424 0.34470
H 0.36398 -2.20889 1.94532
H 2.05375 -2.95208 1.64440
C -1.62457 -0.91712 3.92443
O -2.24402 -1.98644 4.61738
C -3.57998 -2.17472 4.47619
O -4.41624 -1.34461 4.05081
O -3.91275 -3.40495 4.99014
C -5.20536 -3.92891 4.75974
H -0.60265 -0.76454 4.27157
H -2.27006 -0.04035 3.97656
H -1.50988 -1.12118 2.85986
H -5.60182 -3.69030 3.77283
H -5.80767 -3.58475 5.60050
H -5.31573 -5.01302 4.78470
C 5.66005 3.98966 -2.10450
O 5.17880 4.43135 -3.37871
C 3.91479 4.26175 -3.78753
O 3.01699 3.92641 -3.00915
O 3.86476 4.53304 -5.08885
C 2.62364 4.95516 -5.63133
H 5.60681 4.91683 -1.53385
H 6.71152 3.72345 -1.99656
H 4.92365 3.36549 -1.59832
H 2.62206 4.67154 -6.68378
H 2.46072 6.02691 -5.51769
H 1.79221 4.39798 -5.19962
C -4.89810 2.27297 3.72933
O -4.21389 3.35024 3.12361
C -2.97275 3.17985 2.66435
O -2.26115 2.21523 2.98844
O -2.68699 4.10714 1.69648
C -1.38722 4.18611 1.07796
H -5.82497 1.93479 3.26603
H -5.23239 2.48043 4.74585
H -4.19536 1.44380 3.81142
H -1.27537 5.12270 0.53171
H -1.29937 3.38447 0.34464
H -0.60830 4.17846 1.84040
C 3.99809 8.64493 -1.18971
C 3.64517 9.21976 0.07060
C 3.01901 8.42737 1.04015
C 2.66654 7.07183 0.75863
C 2.86568 6.63852 -0.55665
C 3.50969 7.42826 -1.53525
N 1.98489 6.19854 1.70314
O 1.75526 6.61816 2.79108
O 1.72833 5.05104 1.34144
H 4.45133 9.30683 -1.91279
H 3.90725 10.26283 0.16930
H 2.80808 8.79892 2.03205
H 2.55584 5.62790 -0.77808
H 3.59522 7.07886 -2.55358
C -3.14686 1.73332 -3.60324
C -1.87072 1.41331 -3.22508
C -0.91869 1.14231 -4.14284
C -1.30311 1.10973 -5.46187
C -2.62132 1.17322 -5.84192
C -3.60410 1.54729 -4.89538
N -0.29855 0.92945 -6.53340
O -0.59974 0.89337 -7.69707
O 0.91336 0.97315 -6.25488
H -3.77577 2.22293 -2.87443
H -1.59601 1.57707 -2.19352
H 0.12893 1.16357 -3.88122
H -2.99213 1.14605 -6.85591
H -4.60916 1.69788 -5.26086
O -1.37392 -5.75162 2.80223
S -2.36196 -5.70636 1.72441
O -3.78457 -5.77146 2.04194
O -2.00991 -4.31428 0.82895
C -2.98536 -3.74604 -0.01836
C -2.36201 -2.50321 -0.56212
C -1.88623 -6.84177 0.45123
H -3.95396 -3.73811 0.48148
H -3.20135 -4.45875 -0.81428
H -2.52197 -1.65377 0.10193
H -2.76649 -2.28343 -1.55014
H -1.27832 -2.58464 -0.64627
H -1.60100 -7.84231 0.77629
H -0.92711 -6.56176 0.01559
H -2.55580 -6.92041 -0.40527
O 2.17546 -6.22734 -0.98412
S 2.55675 -6.52307 0.39005
O 2.69336 -5.48927 1.36706
O 1.50957 -7.72314 0.99403
C 1.58498 -8.06374 2.40782
C 0.28403 -8.75739 2.83553
C 4.21313 -7.40592 0.33150
H 1.70506 -7.17599 3.02880
H 2.49501 -8.61634 2.64142
H -0.55949 -8.06704 2.83757
H 0.34203 -9.15595 3.84839
H -0.00409 -9.60653 2.21581
H 4.57042 -7.57902 1.34663
H 4.88718 -6.81945 -0.29284
H 4.12137 -8.36970 -0.16930
*
```

---

Record 4
A structure of composition C30H51AgN2O8. Source: the OMol25 dataset; level of theory: ωB97M-V with the def2-TZVPD basis set.

The orbital gap (spin up / spin down) comes out at 4.2 / 4.0 eV. For the calculated total energy, the calculation gives -55289.691 eV.

Structure (ORCA input):
```
! RIJCOSX wB97M-V def2-TZVPD def2/J DEFGRID3
* xyz -1 2
Ag -1.25658 9.22198 21.74062
C -6.78514 10.03767 19.59806
C -5.32720 9.88248 19.38730
C -4.49811 9.46471 20.64634
O -3.28009 9.11926 20.43075
C -5.03683 9.76630 21.93946
C -6.37061 9.99531 22.09557
C -7.31406 10.01426 20.85952
O -8.61199 10.27496 20.96301
O -6.74670 10.30208 23.28502
O -4.63801 10.34160 18.42597
H -7.43738 10.17462 18.74823
H -4.36922 9.73848 22.78794
C 0.65247 7.07728 17.26252
C 1.00913 7.29995 18.80441
C 2.41604 6.77582 19.17589
C 3.53726 7.64393 18.56771
C 3.27205 9.09042 18.88280
C 1.85813 9.80513 18.87599
N 0.78520 8.73011 19.19746
O -0.62221 9.10784 19.31049
C 1.57981 10.46001 17.46278
C 1.84937 10.90155 20.00664
C 0.02784 6.40182 19.57881
H 1.57042 7.00853 16.67878
H 0.05389 7.91281 16.89963
H 0.16531 6.10240 17.24268
H 2.60177 5.76392 18.81579
H 2.63753 6.75838 20.24301
H 3.55218 7.56267 17.48084
H 4.50391 7.40256 19.00976
H 3.91457 9.64932 18.20244
H 3.84149 9.27356 19.79401
H 1.51731 9.86875 16.54922
H 2.30733 11.22936 17.20409
H 0.68285 11.07911 17.47910
H 1.61817 10.44112 20.96719
H 1.02889 11.58976 19.80347
H 2.81953 11.31937 20.27556
H -1.03498 6.58352 19.41917
H 0.21597 6.69202 20.61249
H 0.29168 5.34895 19.47908
C -2.38333 11.17607 24.72271
C -2.40296 12.57555 24.08130
C -2.40711 13.68084 25.12871
C -0.98999 13.89800 25.72104
C 0.05349 14.24342 24.63378
C 0.13775 13.19230 23.50262
N -1.24666 12.73192 23.11464
O -1.22146 11.67753 22.10249
C 0.88936 13.84921 22.29185
C 0.95369 11.99905 24.05876
C -3.78261 12.77852 23.21918
H -2.12669 10.55196 23.86671
H -3.32574 10.76791 25.08790
H -1.61697 10.99615 25.47664
H -2.82834 14.65943 24.89848
H -2.91173 13.27954 26.00758
H -0.59745 13.03843 26.26432
H -1.03987 14.76644 26.37787
H 0.92856 14.30687 25.28057
H -0.13993 15.20764 24.16371
H 1.00217 13.26267 21.38008
H 0.23616 14.67502 22.00993
H 1.87693 14.20573 22.58461
H 1.99119 12.26547 24.26055
H 0.61464 11.40396 24.90671
H 0.98515 11.28324 23.23735
H -4.12535 13.81305 23.23889
H -4.61300 12.14807 23.53712
H -3.55011 12.58122 22.17271
H -1.69710 12.13989 21.40852
C -4.07648 6.00167 22.82374
C -3.48244 7.00636 23.75271
O -2.33554 7.48771 23.41835
C -4.11935 7.31532 25.07701
H -4.49507 5.09607 23.26282
H -3.27773 5.70341 22.14468
H -4.83132 6.60659 22.32136
H -3.73072 8.18067 25.61388
H -4.08323 6.39930 25.66668
H -5.18304 7.51105 24.94158
C 2.65241 8.35870 24.15215
C 1.49269 7.64873 23.48970
O 0.60295 8.29560 22.95725
C 1.32107 6.18806 23.76648
H 3.07740 7.60238 24.81204
H 2.28887 9.19761 24.74559
H 3.40236 8.68887 23.43336
H 2.26354 5.78839 24.14082
H 1.03672 5.65380 22.85995
H 0.50379 6.06435 24.47701
*
```

---

Record 5
A structure of composition C30H51BrN2O6Si2. Source: the OMol25 dataset; level of theory: ωB97M-V with the def2-TZVPD basis set.

The orbital gap comes out at 9.1 eV. For the calculated total energy, the calculation gives -132999.559 eV.

Structure (ORCA input):
```
! RIJCOSX wB97M-V def2-TZVPD def2/J DEFGRID3
* xyz 0 1
C 3.81201 3.82400 2.04927
C 3.65202 4.54659 0.70831
O 3.75556 3.55772 -0.34323
C 4.50797 3.96829 -1.40631
O 4.12001 4.82467 -2.20459
C 5.87653 3.32898 -1.56099
C 6.13572 2.09393 -0.69859
C 5.87197 0.74976 -1.41639
Si 4.85086 -0.29530 -0.22841
C 6.10663 -1.07659 0.97682
C 5.54782 -0.93530 2.35103
C 5.02316 -2.32506 3.01241
O 4.24817 -1.04150 2.47653
O 4.06775 -1.58214 -0.96064
Si 2.82220 -1.29805 -2.01306
O 3.26731 -1.99571 -3.43917
Br 2.37176 0.87147 -2.30154
C 1.27239 -2.14763 -1.38211
C 0.06638 -1.21356 -1.14313
C -1.09136 -1.93561 -0.44218
C -1.87896 -0.95445 0.43112
C -2.98246 -0.24910 -0.36005
C -3.60210 0.92296 0.41531
C -4.93151 0.53518 1.09750
C -6.08991 1.54781 0.87813
C -7.34100 0.81354 0.40773
C -8.60804 1.65255 0.58788
O -9.80681 0.91096 0.71357
C -9.93804 -0.14726 -0.21106
H 4.78537 4.07617 2.46142
H 3.05939 4.15597 2.75099
H 3.74612 2.75611 1.89795
H 2.67194 5.00222 0.65854
H 4.43877 5.28060 0.57939
H 6.59428 4.09898 -1.29111
H 6.01774 3.11012 -2.61233
H 7.17692 2.10258 -0.39302
H 5.54385 2.17006 0.21013
H 5.39787 0.86047 -2.38368
H 6.80908 0.21560 -1.54127
H 3.95338 0.52386 0.60049
H 6.23345 -2.13511 0.81133
H 7.04381 -0.52628 0.96325
H 6.03848 -0.25769 3.02465
H 4.16488 -2.59579 3.63036
H 5.61245 -2.02022 3.93852
H 3.94501 -2.64964 -3.25030
H 1.49163 -2.59829 -0.41507
H 1.01640 -2.94204 -2.07845
H 0.41432 -0.43149 -0.47596
H -0.23734 -0.81329 -2.10423
H -0.73907 -2.77744 0.14492
H -1.76388 -2.26761 -1.22948
H -2.29494 -1.44622 1.30991
H -1.22783 -0.17401 0.82194
H -2.52312 0.11566 -1.27487
H -3.73647 -0.99298 -0.60002
H -3.80843 1.71435 -0.29865
H -2.91743 1.27830 1.17698
H -5.25875 -0.44606 0.77062
H -4.78919 0.46877 2.17373
H -6.28560 2.08457 1.79728
H -5.77978 2.23109 0.09484
H -7.26313 0.54925 -0.64225
H -7.45866 -0.08300 1.01043
H -8.69856 2.40709 -0.19742
H -8.49513 2.18788 1.52732
H -10.99342 -0.38230 -0.30457
H -9.43730 -1.03535 0.16769
H -9.56993 0.10707 -1.20291
N -2.03374 -3.21368 -3.30284
C -2.15835 -2.97508 -4.60655
C -1.97243 -3.93872 -5.58581
C -1.63486 -5.22173 -5.18843
C -1.49915 -5.48736 -3.83603
C -1.71010 -4.45156 -2.93888
H -2.42006 -1.95680 -4.87302
H -2.08868 -3.68814 -6.63104
H -1.47952 -6.00270 -5.92161
H -1.23572 -6.47453 -3.48242
H -1.61619 -4.61435 -1.86972
N 1.04775 1.48376 2.41364
C -0.12129 1.86238 2.92500
C -0.61421 1.40917 4.13917
C 0.15032 0.50829 4.86244
C 1.36926 0.10159 4.34550
C 1.77368 0.61648 3.12208
H -0.68874 2.56652 2.32477
H -1.57140 1.75362 4.50625
H -0.19926 0.12930 5.81456
H 1.99660 -0.60109 4.87731
H 2.72286 0.32157 2.68437
*
```